DFT (ωB97M-V/def2-TZVPD) results for a cluster of 3 separate species, C21H45FIN4O5PS in total.

The geometry in XYZ format:
```
79
Properties=species:S:1:pos:R:3:forces:R:3:lowdin_spin:R:1
N 3.698751 -3.001002 -5.653845 0.1059 0.0907 -0.1125 0.000
C 2.629797 -2.033452 -5.940235 -0.0587 0.0890 -0.1137 0.000
C 1.255592 -2.522837 -5.429386 -0.1164 -0.0752 -0.0305 0.000
C 0.456008 -1.518960 -4.587278 0.3615 0.2448 0.1374 0.002
N -0.609366 -0.749585 -5.329223 0.3945 -0.7719 -0.1104 0.000
P -2.074782 -1.558358 -5.886692 -0.2130 0.1148 0.1594 0.000
O -1.628296 -2.068769 -7.366724 -0.0169 -0.3370 0.1074 0.000
I -2.068852 -3.783896 -4.644832 0.0383 0.5581 -0.2619 0.000
S 0.069838 0.398681 -6.289614 -0.7072 -0.0095 0.2085 0.000
O 0.589243 -0.102409 -7.511122 0.0032 0.1297 0.1352 0.000
O 0.823926 1.281379 -5.473488 0.0196 0.0223 -0.1823 0.000
F -1.279880 1.132633 -6.660516 0.3555 -0.1298 0.0336 0.000
H 4.218064 -3.220256 -6.494453 -0.0431 0.0103 0.0690 0.000
H 4.370654 -2.632834 -4.992228 -0.1178 -0.0318 0.0645 0.000
H 2.853751 -1.050212 -5.504552 0.0056 -0.2357 -0.2006 0.000
H 2.573735 -1.877605 -7.020562 -0.0176 0.0403 0.1240 0.000
H 1.419761 -3.427434 -4.836434 0.0367 0.1561 0.0032 0.000
H 0.644853 -2.822541 -6.285620 0.0282 -0.0773 0.0973 0.000
H 1.122558 -0.768687 -4.149252 -0.3412 -0.1582 -0.0794 0.001
H -0.037039 -1.996797 -3.742436 -0.0175 0.0725 -0.1530 0.000
H -1.806644 -3.007233 -7.523126 0.0507 0.1393 -0.0938 0.000
C -0.289208 1.041854 -0.552083 0.0551 -0.0116 -0.1302 0.004
C 0.701491 -0.109655 -0.244328 -0.5321 0.2685 -0.0593 0.026
C 1.607302 0.221435 0.949600 0.1396 -0.0220 0.1759 0.018
C 2.732295 1.204736 0.645592 -0.0515 -0.0107 -0.0701 0.001
C 3.540227 0.736671 -0.561038 0.0330 -0.0416 0.1287 0.017
C 2.666796 0.521282 -1.801138 -0.0889 0.3429 -0.2397 0.026
N 1.550344 -0.426430 -1.441969 0.5400 0.0122 0.6531 0.390
O 1.903998 -1.653995 -1.503052 -0.1764 -0.1926 -0.3069 0.507
C 2.157941 1.872443 -2.322023 -0.1536 -0.0857 -0.0449 0.003
C 3.473197 -0.114748 -2.925524 0.1199 -0.0326 0.0564 -0.001
C -0.135946 -1.335704 0.105490 -0.0341 -0.1190 -0.0059 -0.001
H -0.111350 1.506745 -1.515058 0.0131 -0.0126 -0.0261 0.001
H -1.308504 0.656558 -0.584437 0.0102 -0.0024 0.0633 0.000
H -0.255947 1.817010 0.214521 0.0171 -0.0138 0.0115 0.000
H 2.052542 -0.710694 1.313901 0.0037 -0.0278 -0.0971 0.002
H 0.969579 0.601031 1.752428 -0.0088 -0.0251 0.0036 0.002
H 2.333226 2.208591 0.477017 -0.0199 -0.0093 -0.0247 0.000
H 3.386128 1.278242 1.517023 -0.0081 0.0318 0.0016 0.001
H 4.318840 1.461500 -0.814100 -0.0051 -0.0066 0.0035 0.002
H 4.044835 -0.203013 -0.314918 -0.0513 -0.0371 -0.0371 0.002
H 1.459788 1.733706 -3.150343 0.0727 0.0191 0.0352 0.001
H 3.012892 2.438129 -2.695286 0.0066 -0.0333 -0.0125 0.000
H 1.675373 2.481951 -1.563802 0.0207 -0.0008 0.0535 0.000
H 3.956304 -1.036455 -2.610343 -0.0303 -0.0185 0.0269 0.000
H 4.238396 0.593423 -3.249423 -0.0354 -0.0129 -0.0168 0.000
H 2.825395 -0.339012 -3.773423 0.2520 0.1517 0.1890 0.000
H -0.708216 -1.670821 -0.761571 -0.0056 0.0262 -0.0027 0.000
H -0.839044 -1.042577 0.888606 0.0340 -0.0021 0.0101 0.000
H 0.458881 -2.174134 0.460802 0.0673 0.0479 -0.0395 0.000
C -1.542969 -0.906058 6.070338 -0.0544 -0.0308 -0.1265 0.004
C -1.155172 0.423611 5.380439 0.0901 -0.4346 0.1508 0.026
C -1.403780 1.638509 6.289747 -0.0213 0.1479 0.0032 0.017
C -2.867144 2.047827 6.423949 0.0189 -0.0723 -0.0405 0.001
C -3.494894 2.241322 5.046889 0.0477 0.1202 0.0729 0.017
C -3.364916 0.999783 4.160842 -0.2735 -0.3533 -0.0680 0.026
N -1.910233 0.612492 4.094365 -0.0493 0.7164 0.4108 0.390
O -1.261951 1.295299 3.231047 0.1617 -0.1730 -0.3757 0.509
C -4.254413 -0.125460 4.704532 0.0838 -0.0434 -0.0206 0.003
C -3.833856 1.300305 2.740942 0.0042 0.1006 -0.0115 -0.001
C 0.334959 0.354592 5.055235 0.0304 0.0684 -0.0083 -0.001
H -2.378055 -1.402360 5.589984 0.0022 -0.0012 -0.0167 0.001
H -0.708605 -1.606221 6.026192 0.0173 0.0427 0.0453 0.000
H -1.797602 -0.756886 7.120495 -0.0178 0.0191 -0.0065 0.000
H -0.842847 2.488038 5.887594 -0.0163 -0.0363 -0.0718 0.002
H -0.975444 1.414067 7.269576 0.0172 0.0230 -0.0042 0.002
H -3.424706 1.308540 7.005463 0.0017 -0.0277 -0.0281 0.000
H -2.925305 2.983516 6.983352 -0.0149 -0.0223 0.0292 0.001
H -4.556037 2.489300 5.133291 0.0090 0.0078 0.0101 0.002
H -3.008780 3.084791 4.546779 0.0297 -0.0526 -0.0422 0.002
H -4.102140 -1.046813 4.139834 -0.0098 0.0106 0.0006 0.001
H -5.296002 0.175399 4.584548 0.0153 0.0082 -0.0246 0.000
H -4.100862 -0.336872 5.759013 0.0012 0.0206 0.0145 0.000
H -3.320596 2.160295 2.318884 0.0225 -0.0235 0.0087 0.000
H -4.904768 1.509211 2.766064 0.0139 -0.0135 -0.0007 0.000
H -3.663132 0.444137 2.086542 0.0034 -0.0003 0.0174 0.000
H 0.536118 -0.426069 4.320226 -0.0192 -0.0128 0.0193 0.000
H 0.868768 0.111105 5.976367 -0.0052 -0.0022 -0.0188 0.000
H 0.715138 1.296705 4.667965 -0.0224 -0.0096 -0.0184 0.000
```
Forces are in eV/Å.

Properties
Multiplicity: 3
Charge: 0
LUMO level (alpha / beta) (eV): -0.46 / -0.46
HOMO (alpha / beta) (eV): -7.992 / -9.168
ΔE to the lowest compared entry with this formula, charge and spin (eV): 0.0000
<S²>: 2.01